Record 1
Density functional theory data (ωB97M-V/def2-TZVPD) for a structure of composition C49H93BN6O10P2SSi4Y in a non-equilibrium geometry.

Results
frontier orbital gap (alpha / beta)	0.1675 / 0.1656	hartree
DFT total energy	-5306.359721	a.u.
highest occupied orbital energy (alpha / beta)	-2.53 / -2.48	eV

```
! wB97M-V def2-TZVPD RIJCOSX def2/J DEFGRID3
* xyz -1 1
Y -0.1105 0.3113 0.0920
C 4.4588 3.4547 -1.7097
C 3.0359 2.9501 -1.4120
C 2.9656 2.4207 0.0180
C 2.6120 1.9525 -2.4548
C 2.5436 2.2559 -3.8170
C 2.1973 1.0774 -4.4516
C 2.1423 1.0302 -5.9611
C 3.5810 1.1496 -6.4950
C 1.4280 -0.1244 -6.6598
N 2.0598 0.1369 -3.4902
N 2.3008 0.6695 -2.2741
B 1.5141 -1.2883 -3.6770
N 1.9645 -2.2718 -2.5751
N 1.0790 -2.7169 -1.6738
C 1.5800 -3.8170 -1.1220
C 2.8404 -4.0794 -1.6695
C 3.0526 -3.0766 -2.6027
C 4.2896 -3.0096 -3.4600
C 4.6852 -1.6216 -3.9557
C 4.1763 -3.9668 -4.6538
C 0.8117 -4.7043 -0.1861
C -0.5214 -5.0861 -0.8325
C 0.5917 -4.0568 1.1785
N -0.0302 -1.1798 -3.7201
N -0.5832 -0.0337 -3.2954
C -1.8785 -0.0714 -3.5824
C -2.1824 -1.2968 -4.1794
C -0.9767 -1.9788 -4.2607
C -0.9163 -3.3518 -4.8735
C 0.3701 -4.1541 -4.7383
C -1.3069 -3.2718 -6.3569
C -2.8413 1.0493 -3.3154
C -3.6919 0.7247 -2.0829
C -2.1028 2.3697 -3.1257
H 4.6591 4.3574 -1.1333
H 5.2027 2.6991 -1.4516
H 4.5796 3.6959 -2.7634
H 2.3594 3.8097 -1.5011
H 3.3067 1.3913 0.0571
H 3.5797 3.0314 0.6805
H 1.9430 2.4435 0.3915
H 2.7098 3.2085 -4.2832
H 1.6146 1.9520 -6.2473
H 4.1776 0.2879 -6.2013
H 3.5790 1.2102 -7.5830
H 4.0561 2.0410 -6.0902
H 2.0113 -1.0391 -6.6129
H 0.4506 -0.3083 -6.2229
H 1.2991 0.1188 -7.7151
H 1.8992 -1.7397 -4.7021
H 3.5102 -4.8844 -1.4303
H 5.0989 -3.3865 -2.8171
H 4.0644 -1.3448 -4.7998
H 4.5535 -0.8688 -3.1840
H 5.7302 -1.6280 -4.2710
H 3.4133 -3.6189 -5.3435
H 5.1239 -4.0175 -5.1870
H 3.9090 -4.9658 -4.3216
H 1.3950 -5.6249 -0.0500
H -1.1052 -4.1945 -1.0427
H -0.3418 -5.6057 -1.7726
H -1.0950 -5.7380 -0.1746
H 0.2116 -3.0433 1.0422
H -0.1195 -4.6320 1.7719
H 1.5301 -4.0029 1.7251
H -3.1463 -1.6483 -4.5005
H -1.7032 -3.9168 -4.3555
H 1.1502 -3.7510 -5.3742
H 0.7226 -4.1613 -3.7149
H 0.1746 -5.1808 -5.0481
H -0.5802 -2.6858 -6.9143
H -1.3376 -4.2762 -6.7761
H -2.2813 -2.8056 -6.4829
H -3.5187 1.1242 -4.1824
H -3.0379 0.6709 -1.2076
H -4.4365 1.5026 -1.9182
H -4.1959 -0.2345 -2.2048
H -1.4375 2.3019 -2.2683
H -1.5005 2.6010 -3.9997
H -2.8029 3.1848 -2.9537
C -0.4781 6.2989 2.6055
C -0.9275 4.9345 2.1170
O -2.3293 4.8112 2.2133
P -0.4789 4.6417 0.3620
O 1.0613 4.9823 0.2699
O -1.1186 5.8492 -0.4927
O -0.8768 3.3398 -0.2087
P 0.0866 3.5736 2.8966
O -0.2690 3.7031 4.4851
O 1.5062 3.9796 2.6625
O -0.3599 2.2315 2.4137
H -0.8611 7.0821 1.9514
H 0.6066 6.3370 2.6266
H -0.8514 6.4585 3.6168
H -2.5219 4.1255 2.8719
H 1.4629 4.6135 1.1032
H -1.9287 5.5153 -0.8755
H -1.1294 3.2914 4.6123
C 0.9407 -1.8594 3.9973
Si 0.3624 -0.0906 4.4998
C 0.3899 -0.0905 6.4423
C 1.8718 1.0045 4.0960
Si -1.9971 -0.1571 4.0849
Si -3.0813 -2.1651 3.3009
C -4.9888 -2.0948 3.6382
C -3.0086 -2.5591 1.4158
C -2.5719 -3.7320 4.2883
Si -3.3567 0.6925 5.9142
C -3.6339 -0.6980 7.2218
C -2.7498 2.1578 7.0067
C -5.1438 1.1618 5.3311
H 0.1102 -2.5402 3.8591
H 1.4917 -1.8283 3.0652
H 1.5936 -2.2848 4.7525
H 1.3335 -0.4925 6.8048
H -0.4046 -0.6901 6.8785
H 0.3001 0.9167 6.8399
H 2.7593 0.6252 4.6057
H 1.7181 2.0344 4.4013
H 2.0718 1.0184 3.0294
H -5.4903 -1.4330 2.9347
H -5.2151 -1.7408 4.6399
H -5.4293 -3.0860 3.5388
H -3.9544 -2.9511 1.0464
H -2.2379 -3.2850 1.1740
H -2.7721 -1.6484 0.8581
H -3.1683 -3.8189 5.1896
H -1.5308 -3.7118 4.5881
H -2.7318 -4.6338 3.7065
H -4.2703 -0.3613 8.0348
H -2.6930 -0.9985 7.6679
H -4.0894 -1.5882 6.8045
H -1.7502 2.4775 6.7358
H -3.3953 3.0261 6.9122
H -2.7254 1.8719 8.0548
H -5.8977 0.9459 6.0852
H -5.4186 0.6163 4.4321
H -5.2206 2.2191 5.0929
O 2.3993 -0.7285 1.2897
S 3.6892 -1.4476 1.3046
C 4.9459 -0.2899 2.0378
C 6.1511 -0.3810 1.1281
C 5.6085 -0.3059 -0.2961
C 4.4101 -1.2387 -0.3777
H 5.1564 -0.6085 3.0555
H 4.4967 0.7017 2.0413
H 6.6575 -1.3364 1.2866
H 6.8622 0.4229 1.3215
H 6.3773 -0.5720 -1.0226
H 5.2857 0.7126 -0.5093
H 4.6826 -2.2337 -0.7202
H 3.6005 -0.8524 -1.0010
O -2.8468 2.6295 3.8258
C -3.2200 1.8806 2.9265
O -2.7494 0.6859 2.7791
C -4.3575 2.2359 2.0500
C -5.0369 3.4368 2.2463
C -6.1752 3.7183 1.5171
C -6.6513 2.8086 0.5861
C -5.9798 1.6115 0.3921
C -4.8356 1.3244 1.1144
H -4.6704 4.1382 2.9769
H -6.7026 4.6461 1.6779
H -7.5498 3.0298 0.0233
H -6.3634 0.8967 -0.3211
H -4.3065 0.3933 0.9764
*
```

Record 2
Density functional theory data (ωB97M-V/def2-TZVPD) for a cluster of 5 separate species, C49H96BrFN8O7 in total in a non-equilibrium geometry.

Results
frontier orbital gap (alpha / beta)	0.3152 / 0.3331	hartree
DFT total energy	-5562.867000	a.u.
highest occupied orbital energy (alpha / beta)	-8.16 / -8.77	eV

```
! wB97M-V def2-TZVPD RIJCOSX def2/J DEFGRID3
* xyz 0 5
C -0.3011 1.2392 1.4068
C -0.6327 1.2411 2.5506
C -1.3346 1.4365 3.8243
C -0.5032 2.2937 4.8082
O -1.2166 3.4258 5.2397
C -1.2012 4.4915 4.3042
C -1.7550 5.7387 4.9681
O -1.6416 0.2356 4.5018
C -2.4641 -0.7123 3.8349
O -3.1463 -0.1785 2.7584
C -3.4856 -1.2386 4.8527
C -3.9296 -0.2527 5.9236
C -4.5319 1.0597 5.4334
C -5.6355 0.9034 4.3822
N -5.5706 2.0350 3.4376
C -6.4619 1.9416 2.3512
N -7.7134 1.7399 2.4252
N -5.8630 2.1776 1.1194
C -1.5833 -1.9184 3.3365
Br 0.2020 -1.9546 4.1331
N -1.4207 -1.8918 1.8977
F -2.0563 -3.0164 1.3354
H 0.0560 1.3960 0.4140
H -2.2354 2.0076 3.6095
H -0.3012 1.7037 5.6952
H 0.4355 2.5928 4.3425
H -1.8186 4.2344 3.4383
H -0.1835 4.6628 3.9497
H -1.7512 5.5935 6.0432
H -1.1399 6.6038 4.7426
H -2.7655 5.9600 4.6404
H -2.5420 -0.1321 2.0007
H -3.0694 -2.1082 5.3577
H -4.3483 -1.5992 4.3003
H -3.1047 -0.0367 6.5958
H -4.6864 -0.7486 6.5329
H -4.9761 1.5594 6.2910
H -3.7739 1.7416 5.0600
H -5.5722 -0.0354 3.8389
H -6.5956 0.9495 4.8866
H -4.6300 2.0376 3.0604
H -8.0202 1.6843 3.3889
H -4.9888 1.6875 1.0027
H -6.5052 1.9818 0.3668
H -2.0166 -2.8658 3.6283
H -0.4492 -2.0048 1.6387
C -5.2747 -5.4235 -3.9467
C -4.3570 -4.3370 -4.5585
C -2.8876 -4.7543 -4.4565
C -2.2757 -4.6092 -3.0652
C -2.5313 -3.2125 -2.5102
C -4.0105 -2.8386 -2.5090
N -4.5685 -3.0178 -3.8836
O -4.2558 -2.0335 -4.6510
C -4.7655 -3.6781 -1.4666
C -4.1783 -1.3867 -2.0833
C -4.7343 -4.2051 -6.0281
H -6.1348 -4.9797 -3.4478
H -5.6644 -6.0766 -4.7261
H -4.7564 -6.0599 -3.2298
H -2.2923 -4.1490 -5.1487
H -2.7930 -5.7907 -4.7893
H -2.6635 -5.3748 -2.3875
H -1.1990 -4.7803 -3.1302
H -2.1463 -3.1299 -1.4913
H -1.9759 -2.4868 -3.1134
H -5.8340 -3.4618 -1.4935
H -4.3972 -3.4227 -0.4729
H -4.6346 -4.7512 -1.5769
H -3.5972 -0.7076 -2.7034
H -3.8395 -1.2808 -1.0523
H -5.2254 -1.0851 -2.1332
H -5.7581 -3.8467 -6.1408
H -4.6577 -5.1862 -6.4964
H -4.0735 -3.5253 -6.5613
C 2.4323 7.1450 8.9219
C 2.5117 6.4051 7.5646
C 3.9461 5.9503 7.2808
C 4.8870 7.0662 6.8263
C 4.2749 7.8587 5.6731
C 2.8857 8.4006 6.0021
N 2.0110 7.2765 6.4551
O 1.5799 6.5819 5.4629
C 2.9855 9.5051 7.0658
C 2.2643 9.0426 4.7700
C 1.6129 5.1786 7.6641
H 1.7074 7.9568 8.8890
H 2.1078 6.4647 9.7076
H 3.3911 7.5570 9.2359
H 3.9258 5.1776 6.5057
H 4.3398 5.4751 8.1816
H 5.1311 7.7289 7.6610
H 5.8323 6.6270 6.5033
H 4.9224 8.6935 5.3969
H 4.2066 7.2117 4.7933
H 1.9928 9.8471 7.3601
H 3.5226 10.3555 6.6465
H 3.5210 9.2078 7.9626
H 2.2341 8.3607 3.9234
H 2.8567 9.9114 4.4841
H 1.2468 9.3765 4.9771
H 0.5694 5.4644 7.8016
H 1.9253 4.5870 8.5243
H 1.6789 4.5474 6.7808
C 3.6565 -5.0550 -8.6291
C 3.3641 -5.6385 -7.2255
C 2.3802 -6.8093 -7.3222
C 0.9249 -6.3981 -7.5514
C 0.4956 -5.3374 -6.5401
C 1.4220 -4.1247 -6.5241
N 2.8281 -4.5806 -6.3126
O 3.0582 -4.8479 -5.0750
C 1.2725 -3.3272 -7.8294
C 1.0281 -3.1774 -5.3980
C 4.6846 -6.1471 -6.6626
H 3.7910 -3.9753 -8.5894
H 4.5783 -5.4730 -9.0306
H 2.8694 -5.2736 -9.3503
H 2.4335 -7.3931 -6.3980
H 2.7110 -7.4704 -8.1258
H 0.7823 -6.0346 -8.5727
H 0.2849 -7.2764 -7.4514
H -0.5224 -5.0015 -6.7500
H 0.4752 -5.7848 -5.5410
H 1.9812 -2.4991 -7.8581
H 0.2671 -2.9097 -7.8783
H 1.4089 -3.9213 -8.7283
H 1.0101 -3.6763 -4.4305
H 0.0306 -2.7840 -5.5953
H 1.7196 -2.3359 -5.3362
H 5.3916 -5.3292 -6.5189
H 5.1148 -6.8556 -7.3698
H 4.5549 -6.6585 -5.7118
C 4.8399 -0.6759 -4.0707
C 3.9211 0.3197 -3.3216
C 4.6268 0.8771 -2.0808
C 4.6894 -0.0888 -0.8957
C 3.3064 -0.6610 -0.5909
C 2.6579 -1.3118 -1.8108
N 2.6322 -0.3359 -2.9379
O 1.6766 0.5155 -2.8017
C 3.4167 -2.5964 -2.1855
C 1.2388 -1.7507 -1.4907
C 3.6212 1.4667 -4.2774
H 4.2674 -1.4935 -4.5061
H 5.3519 -0.1769 -4.8920
H 5.6108 -1.1038 -3.4305
H 4.1090 1.7860 -1.7583
H 5.6357 1.1807 -2.3675
H 5.4043 -0.8928 -1.0890
H 5.0634 0.4440 -0.0198
H 3.3707 -1.3973 0.2132
H 2.6667 0.1452 -0.2175
H 3.0087 -3.0359 -3.0965
H 3.3016 -3.3251 -1.3836
H 4.4838 -2.4535 -2.3270
H 0.6151 -0.9422 -1.1124
H 1.2672 -2.5260 -0.7240
H 0.7491 -2.1705 -2.3707
H 3.0608 1.1183 -5.1457
H 4.5649 1.8888 -4.6215
H 3.0527 2.2609 -3.7994
*
```